95
Properties=species:S:1:pos:R:3:mulliken_charge:R:1 method="wB97M-V/def2-TZVPD" de_lowest_kcal_mol=87.14 e_tot_ev=-60881.51273 homo_ev=-8.059 total_charge=+1 orbital_gap_ev=5.48 spin_multiplicity=1
C -2.199 0.956 -2.101 -1.202
C -2.643 -1.210 -1.266 -1.116
C -3.384 0.976 -2.790 -0.745
C -3.857 -1.205 -1.909 -0.834
C -4.229 -0.104 -2.682 -0.913
H -3.625 1.866 -3.388 0.511
H -4.509 -2.075 -1.822 0.537
H -5.189 -0.116 -3.197 0.403
N -1.894 -0.109 -1.398 1.409
P -0.399 2.590 -0.522 0.134
P -0.471 -2.633 -0.035 0.395
C -1.200 2.150 -2.140 -0.135
H -0.400 1.897 -2.868 0.243
H -1.712 3.045 -2.526 0.670
C -2.125 -2.384 -0.530 -0.177
H -2.781 -3.259 -0.552 0.285
C 0.438 -3.434 -1.476 2.363
C -0.346 -3.523 1.544 1.976
C 1.144 3.568 -0.845 2.456
C -1.721 3.341 0.498 2.069
C 1.979 -3.237 -1.345 -1.493
H 2.394 -3.804 -0.504 0.311
H 2.459 -3.612 -2.262 0.546
H 2.255 -2.189 -1.214 0.043
C 0.103 -4.918 -1.498 -2.077
H 0.534 -5.481 -0.667 0.286
H -0.974 -5.086 -1.534 0.430
H 0.531 -5.350 -2.425 0.524
C -0.079 -2.803 -2.778 -1.706
H 0.512 -3.180 -3.617 0.612
H -1.127 -3.084 -2.938 0.376
H -0.030 -1.713 -2.777 0.064
C 1.117 -3.962 1.788 -1.953
H 1.813 -3.112 1.767 0.209
H 1.174 -4.414 2.787 0.556
H 1.445 -4.712 1.068 0.296
C -0.772 -2.634 2.738 -1.917
H -0.068 -1.810 2.926 -0.093
H -1.773 -2.223 2.607 0.298
H -0.777 -3.264 3.639 0.644
C -1.302 -4.691 1.474 -1.944
H -1.081 -5.389 0.663 0.318
H -1.219 -5.258 2.419 0.515
H -2.335 -4.359 1.381 0.390
C -1.179 3.514 1.951 -1.403
H -1.954 4.007 2.554 0.611
H -0.957 2.548 2.428 -0.119
H -0.278 4.138 1.980 0.176
C -2.990 2.452 0.513 -1.969
H -3.512 2.516 -0.449 0.393
H -2.792 1.391 0.729 0.141
H -3.659 2.824 1.298 0.594
C -2.124 4.684 -0.088 -1.710
H -3.083 4.982 0.377 0.506
H -1.415 5.489 0.130 0.389
H -2.291 4.637 -1.165 0.228
C 1.502 3.508 -2.327 -1.334
H 0.735 3.974 -2.956 0.329
H 2.444 4.059 -2.490 0.734
H 1.659 2.485 -2.675 -0.809
C 2.316 2.967 -0.013 -1.688
H 2.568 1.945 -0.328 0.151
H 3.206 3.597 -0.150 0.662
H 2.084 2.939 1.062 0.179
C 0.969 5.027 -0.460 -2.067
H 0.237 5.535 -1.097 0.427
H 0.708 5.180 0.589 0.312
H 1.939 5.536 -0.625 0.523
Ba 0.271 -0.015 -0.026 4.406
C -1.168 0.139 1.758 -0.844
O -1.758 0.303 2.738 -0.132
N 1.286 0.018 -1.800 -2.245
C 2.036 -0.009 -2.755 0.410
C 2.856 -0.025 -3.814 1.978
C 2.357 -1.052 -4.836 -1.478
C 2.858 1.367 -4.451 -1.828
C 4.269 -0.409 -3.356 -1.528
H 2.349 -2.075 -4.418 0.174
H 1.333 -0.824 -5.178 0.359
H 3.012 -1.058 -5.716 0.470
H 3.229 2.135 -3.756 0.416
H 3.502 1.391 -5.333 0.495
H 1.842 1.664 -4.771 0.345
H 4.952 -0.439 -4.213 0.409
H 4.674 0.313 -2.626 0.372
H 4.282 -1.404 -2.880 0.317
C 1.396 0.900 3.750 -0.463
C 2.476 0.401 2.843 0.409
N 3.738 0.266 3.290 -0.326
O 2.205 0.083 1.578 -0.530
H 1.785 1.111 4.725 0.590
H 0.589 0.146 3.841 0.074
H 0.960 1.828 3.323 -0.119
H 4.439 -0.073 2.661 0.243
H 3.954 0.485 4.215 0.206